138
Properties=species:S:1:pos:R:3:forces:R:3 method="wB97M-V/def2-TZVPD" homo_lumo_gap_ev=3.652 max_force_ev_per_a=6.31 lumo_ha=-0.0159 total_charge=-1
C -0.73627 -4.32007 -5.68850 -0.36 0.03 -0.09
C -1.46909 -4.10669 -4.34268 1.55 -0.95 0.28
C -2.24673 -5.37393 -3.72322 0.17 2.46 -1.38
O -3.20908 -5.54822 -4.74835 -0.59 -2.35 0.77
C -4.20662 -6.60043 -4.40274 0.87 0.36 -0.68
N -0.31245 -3.57066 -3.36585 -3.01 0.02 0.23
H -0.79318 -3.25487 -2.53564 -0.37 0.31 0.85
H 0.34564 -4.23881 -2.99088 0.62 -0.24 -0.60
H 0.06369 -2.69013 -3.68725 0.88 0.17 -0.48
H -1.38861 -4.70608 -6.47179 -0.21 -0.13 0.33
H 0.15176 -4.95150 -5.66052 -0.12 -0.23 0.40
H -0.39639 -3.35980 -6.07640 -0.01 0.19 0.18
H -2.17507 -3.28898 -4.48777 0.11 0.04 0.49
H -2.81860 -5.12514 -2.82925 0.53 0.21 0.47
H -1.53739 -6.18012 -3.53626 -0.18 -0.42 -0.23
H -5.03909 -6.18275 -3.83650 -0.05 0.19 -0.37
H -3.84220 -7.45692 -3.83556 0.79 0.37 0.40
H -4.46139 -7.08553 -5.34501 -0.53 0.60 -0.07
O 4.21209 3.50831 0.27012 -0.95 -1.62 0.98
V 3.54021 2.39720 1.21134 -1.28 1.15 -2.11
O 4.05889 2.72399 2.67586 -0.54 -0.82 -0.63
P 0.55908 0.55947 -0.47192 0.94 -1.44 0.50
O 2.05157 0.58631 -0.96081 1.47 0.50 -0.18
O 0.60277 1.77831 0.55930 0.40 0.52 0.58
O 0.35378 -0.81208 0.23509 -0.42 0.53 0.11
O -0.43051 0.71298 -1.64071 0.09 0.52 0.32
C -1.18044 -4.08442 4.14198 -0.61 -0.43 -1.41
C -1.92755 -4.64971 3.13719 1.75 1.67 -0.53
C -2.61892 -5.89476 3.34857 -2.82 -5.64 -0.18
O -3.22520 -6.62515 2.50027 1.83 3.19 1.45
C -2.53873 -6.54229 4.70655 0.84 1.81 -1.39
C -1.72943 -5.98867 5.61768 -1.65 -1.39 0.07
C -0.95710 -4.74013 5.44215 -2.16 -0.48 -3.68
O -0.18002 -4.37300 6.24331 1.96 0.92 2.64
O -1.65086 -6.56106 6.81036 0.41 0.02 0.73
O -1.90317 -4.21876 1.83939 -0.25 -0.51 1.46
H -0.59071 -3.21416 3.89447 0.10 0.22 0.20
H -3.05861 -7.47978 4.83788 -0.03 0.14 0.07
H -1.13679 -5.92768 7.31650 0.57 0.03 0.84
H -1.16155 -3.61146 1.78670 0.18 0.69 -0.46
C 2.05286 4.37263 -7.46415 -0.14 -0.34 -0.20
C 1.67554 5.40933 -6.70852 0.95 1.51 -1.80
C 1.53735 5.40024 -5.26817 -1.79 1.90 1.89
O 1.07636 6.44939 -4.69816 1.67 -3.35 -1.40
C 1.85702 4.11064 -4.71644 -0.90 -1.42 0.65
C 2.13223 2.99641 -5.46097 0.24 -1.53 1.66
C 2.27758 3.01295 -6.92561 1.13 -0.15 -3.07
O 2.63253 2.07441 -7.67508 -1.01 1.94 2.40
O 2.28047 1.74744 -4.91172 -0.26 1.91 -1.14
O 1.60310 6.64268 -7.25952 -0.09 -0.69 -0.59
H 2.24425 4.58693 -8.50524 -0.04 -0.34 -0.13
H 1.48068 3.85247 -3.73761 0.44 0.46 0.63
H 2.18886 1.84074 -3.96067 -0.13 -0.37 0.84
H 1.28504 7.23911 -6.57782 -0.18 0.29 0.61
C 4.05712 -3.66993 4.89024 0.86 0.40 -0.63
C 3.49049 -3.56729 3.65638 -1.01 0.29 -0.28
C 3.21601 -4.74760 2.76165 -0.96 -3.36 -3.14
O 2.68352 -4.76609 1.59019 1.78 1.51 4.44
C 3.64628 -6.06379 3.32058 0.38 1.01 2.61
C 4.15973 -6.13788 4.59884 1.39 -1.45 -1.07
C 4.54693 -4.91353 5.47090 -0.57 -0.94 1.00
O 5.09374 -5.03895 6.58492 -0.99 0.02 -2.72
O 4.59111 -7.41017 4.99419 -0.91 1.78 -0.53
O 3.02431 -2.41111 3.18556 0.69 0.13 0.94
H 4.34508 -2.76571 5.40587 -0.38 0.15 0.17
H 3.54148 -7.03046 2.85051 -0.23 0.32 -0.62
H 5.09573 -7.35790 5.80920 0.06 0.39 0.44
H 2.49657 -2.53142 2.39272 -0.22 -0.10 -0.78
C -4.65710 -0.34083 1.27607 0.71 0.57 -1.62
C -5.00821 -0.81022 0.04319 -0.26 -0.22 1.14
C -6.06978 -1.83584 -0.18527 -0.52 -0.78 -0.92
O -6.40446 -2.25738 -1.32150 0.84 1.09 3.30
C -6.60695 -2.26103 1.10080 -0.55 -0.37 0.76
C -6.29391 -1.70770 2.32107 -2.59 -2.35 -0.68
C -5.29385 -0.69284 2.50596 0.56 1.41 -1.65
O -5.13770 -0.06732 3.52880 -0.14 -0.35 1.14
O -7.01000 -2.03909 3.41554 -0.01 -0.52 -0.72
O -4.46116 -0.48959 -1.08772 1.16 0.50 -1.20
H -3.95577 0.47729 1.34813 0.35 -0.04 -0.11
H -7.35131 -3.03642 0.99553 -0.28 0.02 0.48
H -6.75064 -1.46378 4.13898 0.42 0.38 0.32
H -3.55307 -0.22582 -0.92214 0.70 0.69 -0.25
C 0.29190 2.02941 5.86435 -0.86 1.03 -0.16
C -0.68154 2.94143 5.52944 1.00 -1.07 -1.27
C -1.16219 4.00014 6.45909 0.20 0.30 1.83
O -1.92836 4.91620 6.21088 0.78 -1.26 -0.16
C -0.55330 3.85194 7.83362 0.50 -0.45 -0.21
C 0.50002 3.03404 8.09891 -0.09 1.22 2.50
C 1.01392 2.04569 7.15347 -1.13 0.07 -1.80
O 1.91059 1.28649 7.42300 0.54 -0.26 0.46
O 1.12454 3.03987 9.34932 -1.46 0.74 -1.13
O -1.22821 3.00157 4.29461 -0.01 0.39 0.78
H 0.58762 1.27713 5.14809 0.09 -0.01 -0.13
H -1.01298 4.47049 8.59025 0.29 0.15 0.13
H 1.85799 2.42232 9.39733 0.11 -0.46 -0.61
H -0.57372 2.76941 3.63178 0.09 -0.47 -0.44
C 1.18051 8.86152 0.52450 0.98 0.50 -0.38
C 0.39699 9.86072 0.09330 -0.17 1.89 0.49
C -1.03630 9.60746 -0.22852 -2.09 -0.55 -1.53
O -1.89203 10.46762 -0.46675 1.80 -0.19 0.73
C -1.38349 8.19699 -0.43337 1.27 -0.94 0.13
C -0.50604 7.21922 -0.11458 -2.07 -2.22 -1.20
C 0.75732 7.44465 0.55508 0.14 1.07 1.30
O 1.29006 6.57319 1.20766 0.32 0.16 -0.48
O -0.83583 5.92046 -0.42221 -0.42 1.65 -0.12
O 0.80500 11.18909 -0.01809 0.66 -1.94 0.42
H 2.21059 9.05288 0.78661 0.05 0.11 0.20
H -2.24771 7.84407 -0.97649 -0.43 0.58 0.24
H -0.33657 5.23917 0.03406 0.68 0.02 0.35
H 0.07450 11.80975 0.03445 -0.68 -0.30 -0.18
C -4.01819 3.74762 -4.30733 0.31 -0.69 1.08
C -3.47850 3.14787 -5.37596 0.59 -0.16 0.10
C -3.90869 3.53505 -6.75370 1.31 -2.05 -0.88
O -3.61470 2.83153 -7.71796 -0.42 0.88 0.85
C -4.58396 4.77385 -6.81192 -1.83 2.33 0.45
C -5.06154 5.40046 -5.70507 0.38 2.58 -1.69
C -4.90846 4.89919 -4.35565 -0.31 -1.21 2.00
O -5.48067 5.41618 -3.38764 0.85 -0.46 -1.48
O -5.47690 6.71519 -5.76234 0.08 -1.48 -1.07
O -2.50906 2.21326 -5.31549 -0.80 0.41 -0.63
H -3.72906 3.29253 -3.37154 -0.19 0.42 0.52
H -4.73282 5.29081 -7.74840 0.09 -0.22 -0.22
H -5.88298 6.97242 -4.93137 -0.03 -0.24 0.62
H -2.13527 2.17815 -4.43195 0.11 -0.17 0.54
C 6.83686 -3.94307 -0.84373 1.35 -0.08 -0.15
C 6.19171 -2.78664 -0.56159 -1.49 0.61 -1.46
C 6.64233 -1.85132 0.53473 1.57 -2.84 2.21
O 6.11673 -0.85498 0.91867 -1.08 1.39 -0.94
C 7.70531 -2.46759 1.41599 0.37 0.61 -0.76
C 8.30733 -3.61244 1.13638 1.81 -1.96 -0.10
C 8.05070 -4.42354 -0.12581 -1.15 -1.14 -0.08
O 8.64374 -5.48258 -0.44565 -0.92 3.05 1.14
O 9.25024 -4.18292 1.96982 -0.87 1.18 -0.54
O 5.07221 -2.41750 -1.26191 1.51 -1.17 0.31
H 6.67221 -4.60146 -1.68386 -0.84 0.27 -0.17
H 8.14395 -1.91236 2.23191 -0.55 0.28 0.24
H 9.76286 -4.76884 1.40811 0.14 -0.59 -0.13
H 4.72553 -1.55754 -1.01313 -0.13 0.55 0.47



108
Properties=species:S:1:pos:R:3:forces:R:3 method="wB97M-V/def2-TZVPD" homo_lumo_gap_ev=6.000 max_force_ev_per_a=0.59 de_lowest_kj_mol=73.7 lumo_ha=0.0858 total_charge=-1
Ba -1.06140 0.62075 0.31190 0.14 -0.48 0.07
C -0.54310 -4.28506 -0.19836 0.16 0.03 0.18
Si 0.01513 -2.54125 -0.78495 -0.45 0.27 0.10
C -0.60490 -2.56467 -2.63082 0.03 -0.15 -0.10
C -1.30516 -3.68210 -3.11683 0.07 0.13 0.05
C -1.88828 -3.71123 -4.37388 -0.04 0.01 -0.04
C -1.79858 -2.60469 -5.20555 -0.01 -0.03 0.03
C -1.10148 -1.48991 -4.76961 0.01 0.04 0.06
C -0.50340 -1.46712 -3.51090 0.04 0.02 0.01
P 0.49058 -0.02725 -2.95320 -0.06 -0.01 0.13
C 2.15160 -0.45858 -3.61807 0.07 -0.04 0.05
C 2.47587 -1.69314 -4.17276 0.04 0.13 0.01
C 3.73970 -1.91106 -4.70816 0.00 -0.07 0.01
C 4.69359 -0.90628 -4.69649 0.04 -0.05 0.03
C 4.38563 0.32108 -4.12606 0.01 0.04 0.06
C 3.12851 0.53771 -3.58837 0.01 -0.02 -0.03
C 0.12355 1.31041 -4.16028 0.11 -0.09 -0.34
C -0.58242 2.43632 -3.75898 -0.05 0.07 0.06
C -0.84951 3.46697 -4.65412 0.01 -0.03 0.04
C -0.40434 3.38663 -5.96274 -0.03 0.06 -0.04
C 0.31318 2.27196 -6.37908 0.03 -0.10 0.08
C 0.57731 1.24599 -5.48424 -0.10 0.16 0.02
C 1.91505 -2.80243 -1.00440 0.16 0.22 0.04
C 2.39876 -3.95587 -1.63202 -0.01 0.03 0.03
C 3.74947 -4.16823 -1.85156 -0.10 -0.06 -0.11
C 4.65823 -3.18715 -1.49177 0.13 0.08 -0.01
C 4.21504 -2.03204 -0.87054 -0.01 0.08 0.10
C 2.86082 -1.84314 -0.58280 -0.06 -0.17 -0.21
P 2.28188 -0.42128 0.45212 -0.01 -0.13 -0.05
C 2.69996 -1.09000 2.11361 0.05 0.09 0.13
C 2.81905 -0.18559 3.17754 0.02 -0.10 -0.10
C 3.11167 -0.63038 4.45321 0.04 -0.03 0.01
C 3.27768 -1.99012 4.69905 0.03 0.06 0.08
C 3.14357 -2.89338 3.66222 -0.03 -0.03 -0.18
C 2.85805 -2.44692 2.37254 0.01 -0.03 0.06
C 3.63800 0.81469 0.29212 0.11 -0.09 0.01
C 3.37756 1.95268 -0.46259 -0.10 0.09 0.02
C 4.34208 2.93865 -0.62840 0.00 -0.02 0.00
C 5.58429 2.80126 -0.03076 0.02 -0.04 0.01
C 5.85547 1.67755 0.74139 -0.03 0.03 -0.02
C 4.88913 0.69798 0.90248 0.00 -0.04 0.00
H -0.15042 -5.13489 -0.76670 0.00 0.00 -0.02
H -1.63343 -4.35650 -0.18596 -0.03 0.02 0.00
H -0.20638 -4.40175 0.83762 -0.01 -0.05 -0.01
H -1.41187 -4.55544 -2.48729 0.01 -0.03 0.03
H -2.42466 -4.59685 -4.69707 0.00 0.01 -0.01
H -2.26806 -2.60332 -6.18196 0.00 -0.01 0.00
H -1.04091 -0.62214 -5.41333 -0.01 -0.02 0.01
H 1.74120 -2.48543 -4.19211 -0.06 -0.04 0.00
H 3.97604 -2.88004 -5.13240 0.00 0.01 0.00
H 5.67849 -1.08047 -5.11284 -0.01 -0.01 -0.01
H 5.12777 1.10948 -4.09504 0.00 0.01 0.00
H 2.89250 1.50624 -3.16431 0.00 0.01 0.00
H -0.96099 2.52799 -2.75018 0.02 -0.05 -0.01
H -1.41232 4.32500 -4.30915 0.00 0.02 -0.02
H -0.61061 4.18913 -6.66110 0.00 0.01 0.01
H 0.67073 2.20060 -7.39914 0.00 0.01 0.00
H 1.14668 0.38670 -5.81336 0.03 -0.03 -0.02
H 1.68739 -4.70345 -1.96933 0.00 -0.01 0.00
H 4.08945 -5.07669 -2.33717 -0.01 0.00 0.01
H 5.71425 -3.31743 -1.69822 0.00 0.02 0.01
H 4.93992 -1.27520 -0.59905 -0.01 -0.01 0.00
H 2.67881 0.87553 3.00117 -0.02 0.01 -0.03
H 3.20160 0.08651 5.26038 -0.01 -0.01 0.00
H 3.50496 -2.33895 5.69933 0.00 0.01 0.01
H 3.26389 -3.95437 3.84537 0.00 -0.01 -0.01
H 2.76671 -3.16398 1.56598 0.00 -0.01 0.00
H 2.39222 2.08112 -0.90118 0.04 -0.01 0.01
H 4.11667 3.82311 -1.20848 -0.03 0.03 -0.05
H 6.33540 3.57161 -0.15400 0.00 0.01 0.01
H 6.81852 1.56796 1.22453 0.01 0.00 0.00
H 5.10438 -0.16635 1.52022 -0.01 0.02 -0.01
S 0.57800 3.47418 4.44706 -0.04 0.04 0.02
C 0.66164 4.59169 3.15639 0.07 -0.03 -0.01
C 0.38202 4.00187 1.96018 -0.04 -0.11 -0.01
C 0.06839 2.59620 2.00880 0.05 0.08 0.12
C 0.13063 2.19569 3.32487 -0.02 0.04 -0.25
C -0.08390 0.84314 3.83657 0.02 0.10 0.22
C -0.01570 0.54475 5.20680 -0.03 -0.11 0.02
C -0.10076 -0.76680 5.62573 -0.02 0.12 0.01
C -0.26702 -1.77088 4.68297 -0.01 -0.01 -0.01
C -0.38729 -1.38982 3.36009 0.08 -0.06 -0.09
N -0.30881 -0.12918 2.93959 -0.06 -0.02 0.07
H 0.92323 5.62212 3.34628 0.01 0.01 0.01
H 0.39533 4.57495 1.03958 0.00 0.01 0.00
H 0.12789 1.33672 5.92949 0.00 0.03 -0.03
H -0.02556 -1.00565 6.68011 0.01 0.00 0.00
H -0.31200 -2.81465 4.95842 0.00 -0.03 0.00
H -0.54465 -2.13117 2.58283 -0.03 -0.01 -0.04
C -5.74462 -2.66277 2.80002 0.07 0.05 -0.01
C -5.54336 -2.14394 1.53173 -0.03 -0.05 0.04
C -4.39222 -1.41097 1.28560 0.17 0.08 -0.01
N -3.45012 -1.18126 2.20526 -0.19 -0.04 -0.10
C -3.66209 -1.68063 3.42234 0.08 0.08 0.03
C -4.78313 -2.41908 3.76830 -0.04 -0.04 -0.01
H -6.63091 -3.23986 3.03193 -0.01 0.00 0.00
H -6.26448 -2.29642 0.74038 0.01 0.01 -0.01
H -4.21591 -0.94940 0.32348 -0.07 -0.10 -0.06
H -2.89690 -1.47946 4.16287 0.02 0.02 -0.01
H -4.89116 -2.79288 4.77774 0.00 0.00 0.00
C -5.00404 1.65176 -2.46266 0.06 -0.01 -0.07
S -3.47109 1.57806 -1.56948 -0.52 0.28 -0.05
O -3.80676 1.15882 -0.19927 0.06 -0.03 -0.04
O -2.91345 2.92108 -1.60145 0.11 0.01 -0.05
O -2.63567 0.57836 -2.23376 0.09 -0.01 0.09
H -5.66826 2.34702 -1.95567 0.03 0.02 0.05
H -5.44943 0.66074 -2.50676 0.05 -0.03 0.03
H -4.77930 2.01101 -3.46489 0.00 -0.03 -0.01